(1)
Entry from the OMol25 dataset: 14 unconnected molecules or ions with the total composition C34H99N3O25 at a distorted geometry (ωB97M-V/def2-TZVPD).

Cartesian coordinates (Å):
C1 -6.504 -8.274 -1.071
C2 -5.015 -7.971 -1.365
C3 -4.748 -6.572 -1.948
O1 -5.423 -6.371 -3.199
C4 -4.895 -7.013 -4.364
N1 -4.247 -8.180 -0.141
H1 -6.760 -7.905 -0.078
H2 -6.649 -9.354 -1.048
H3 -7.043 -7.851 -1.919
H4 -4.626 -8.604 -2.162
H5 -3.705 -6.271 -2.045
H6 -5.177 -5.833 -1.272
H7 -4.805 -8.087 -4.200
H8 -3.883 -6.732 -4.655
H9 -5.624 -6.777 -5.140
H10 -4.629 -7.518 0.520
H11 -3.299 -7.911 -0.360
C5 10.144 -1.647 1.429
C6 9.031 -0.725 2.092
C7 8.061 -1.467 3.075
O2 7.253 -2.373 2.292
C8 6.309 -3.091 3.071
N2 9.710 0.320 2.825
H12 9.819 -2.485 0.812
H13 10.978 -1.977 2.049
H14 10.643 -0.942 0.764
H15 8.408 -0.322 1.292
H16 7.418 -0.778 3.621
H17 8.566 -1.997 3.883
H18 5.995 -3.996 2.552
H19 5.395 -2.661 3.480
H20 6.920 -3.402 3.918
H21 10.299 0.680 2.087
H22 10.412 -0.181 3.351
C9 -2.268 -0.100 -1.102
C10 -0.926 0.546 -1.397
C11 0.120 0.776 -0.166
O3 1.271 1.477 -0.648
C12 2.388 1.234 0.289
N3 -0.489 -0.199 -2.506
H23 -2.091 -1.030 -0.560
H24 -2.856 -0.275 -2.003
H25 -2.849 0.528 -0.427
H26 -1.133 1.525 -1.828
H27 0.376 -0.199 0.250
H28 -0.398 1.397 0.565
H29 3.262 1.719 -0.147
H30 2.606 0.193 0.527
H31 2.228 1.822 1.193
H32 -0.326 -1.163 -2.253
H33 0.402 0.196 -2.770
C13 4.543 3.972 9.251
C14 3.871 3.049 8.178
O4 2.465 2.909 8.351
O5 4.643 3.348 10.506
H34 4.059 4.943 9.147
H35 5.586 4.075 8.948
H36 4.383 2.094 8.295
H37 4.133 3.441 7.195
H38 2.421 2.208 9.006
H39 4.966 4.036 11.093
C15 -8.024 -2.825 1.420
C16 -8.648 -2.288 2.703
O6 -9.996 -2.656 2.783
O7 -8.282 -1.917 0.392
H40 -8.250 -3.853 1.139
H41 -6.939 -2.752 1.491
H42 -8.586 -1.201 2.671
H43 -8.166 -2.677 3.601
H44 -10.429 -1.929 3.237
H45 -8.302 -2.408 -0.432
C17 5.587 1.334 -4.515
C18 4.905 -0.045 -4.644
O8 3.595 0.049 -5.131
O9 6.950 1.120 -4.042
H46 5.060 2.027 -3.859
H47 5.590 1.910 -5.441
H48 4.893 -0.691 -3.765
H49 5.431 -0.570 -5.441
H50 3.221 -0.719 -5.568
H51 7.386 1.975 -4.008
C19 -3.474 1.259 4.830
C20 -3.096 -0.185 5.079
O10 -2.960 -0.875 3.843
O11 -4.822 1.439 4.381
H52 -2.831 1.646 4.041
H53 -3.359 1.841 5.745
H54 -3.872 -0.688 5.655
H55 -2.172 -0.287 5.647
H56 -2.988 -1.797 4.109
H57 -4.837 1.173 3.459
C21 -0.536 6.385 5.475
C22 -0.537 6.990 6.860
O12 -1.245 6.281 7.868
O13 0.428 5.365 5.397
H58 -0.343 7.066 4.647
H59 -1.554 6.002 5.397
H60 -1.014 7.970 6.894
H61 0.441 7.242 7.270
H62 -0.847 5.410 7.936
H63 0.297 4.672 6.049
C23 -0.039 -5.749 -9.134
C24 0.755 -5.000 -8.097
O14 1.270 -3.797 -8.551
O15 -1.044 -4.925 -9.686
H64 -0.415 -6.634 -8.622
H65 0.584 -6.122 -9.948
H66 1.560 -5.653 -7.760
H67 0.206 -4.770 -7.184
H68 0.558 -3.345 -9.010
H69 -1.329 -4.371 -8.955
C25 0.854 -5.179 0.658
C26 1.873 -4.752 -0.353
O16 1.143 -4.566 -1.598
O17 0.539 -6.544 0.615
H70 -0.063 -4.610 0.509
H71 1.114 -4.900 1.679
H72 2.654 -5.500 -0.488
H73 2.213 -3.796 0.044
H74 1.090 -5.423 -2.028
H75 1.250 -7.096 0.948
C27 1.724 8.519 -1.575
C28 1.949 7.131 -0.966
O18 2.884 6.331 -1.791
O19 2.833 9.378 -1.207
H76 0.911 8.978 -1.013
H77 1.332 8.602 -2.589
H78 1.019 6.567 -1.040
H79 2.210 7.129 0.093
H80 2.689 5.417 -1.572
H81 3.644 9.087 -1.631
C29 -1.695 0.551 -8.798
C30 -3.042 -0.018 -8.144
O20 -2.679 -1.088 -7.333
O21 -1.175 -0.287 -9.842
H82 -0.955 0.862 -8.060
H83 -1.893 1.463 -9.362
H84 -3.682 -0.439 -8.919
H85 -3.505 0.741 -7.513
H86 -2.126 -0.896 -6.572
H87 -1.951 -0.588 -10.320
C31 6.891 5.689 2.873
C32 5.881 6.686 3.437
O22 6.204 6.993 4.812
O23 6.860 4.415 3.526
H88 7.881 6.145 2.912
H89 6.631 5.580 1.820
H90 4.874 6.269 3.460
H91 5.939 7.583 2.822
H92 6.513 6.124 5.079
H93 7.547 3.841 3.179
C33 -9.682 3.073 -1.666
C34 -11.216 2.991 -1.646
O24 -11.731 3.397 -2.899
O25 -9.064 2.521 -0.546
H94 -9.194 4.020 -1.895
H95 -9.340 2.532 -2.548
H96 -11.502 3.712 -0.880
H97 -11.542 1.989 -1.365
H98 -12.630 3.112 -3.080
H99 -8.975 1.566 -0.586

## Properties
HOMO energy, eV: -9.11
E_LUMO, hartree: -0.0004
Multiplicity: 1
Orbital gap, eV: 9.10

Results of the Mulliken charge analysis, in e, for atoms 1 through 99: number 1, C, carries -1.19; number 2, C, carries 0.48; number 3, C, carries -0.77; number 4, O, carries -0.34; number 5, C, carries -0.69; number 6, N, carries -0.71; number 7, H, carries 0.31; number 8, H, carries 0.29; number 9, H, carries 0.34; number 10, H, carries 0.25; number 11, H, carries 0.39; number 12, H, carries 0.29; number 13, H, carries 0.29; number 14, H, carries 0.29; number 15, H, carries 0.24; number 16, H, carries 0.29; number 17, H, carries 0.25; number 18, C, carries -1.31; number 19, C, carries 0.30; number 20, C, carries -0.80; number 21, O, carries -0.30; number 22, C, carries -0.75; number 23, N, carries -0.72; number 24, H, carries 0.34; number 25, H, carries 0.35; number 26, H, carries 0.39; number 27, H, carries 0.28; number 28, H, carries 0.41; number 29, H, carries 0.34; number 30, H, carries 0.26; number 31, H, carries 0.28; number 32, H, carries 0.32; number 33, H, carries 0.31; number 34, H, carries 0.29; number 35, C, carries -1.44; number 36, C, carries 0.34; number 37, C, carries -0.60; number 38, O, carries -0.27; number 39, C, carries -0.69; number 40, N, carries -0.56; number 41, H, carries 0.31; number 42, H, carries 0.36; number 43, H, carries 0.37; number 44, H, carries 0.28; number 45, H, carries 0.30; number 46, H, carries 0.30; number 47, H, carries 0.26; number 48, H, carries 0.25; number 49, H, carries 0.32; number 50, H, carries 0.22; number 51, H, carries 0.23; number 52, C, carries -0.34; number 53, C, carries -0.53; number 54, O, carries -0.50; number 55, O, carries -0.51; number 56, H, carries 0.30; number 57, H, carries 0.31; number 58, H, carries 0.32; number 59, H, carries 0.33; number 60, H, carries 0.30; number 61, H, carries 0.31; number 62, C, carries -0.34; number 63, C, carries -0.42; number 64, O, carries -0.52; number 65, O, carries -0.51; number 66, H, carries 0.35; number 67, H, carries 0.25; number 68, H, carries 0.31; number 69, H, carries 0.26; number 70, H, carries 0.32; number 71, H, carries 0.30; number 72, C, carries -0.30; number 73, C, carries -0.28; number 74, O, carries -0.53; number 75, O, carries -0.52; number 76, H, carries 0.26; number 77, H, carries 0.26; number 78, H, carries 0.27; number 79, H, carries 0.25; number 80, H, carries 0.29; number 81, H, carries 0.29; number 82, C, carries -0.39; number 83, C, carries -0.38; number 84, O, carries -0.48; number 85, O, carries -0.53; number 86, H, carries 0.24; number 87, H, carries 0.32; number 88, H, carries 0.30; number 89, H, carries 0.33; number 90, H, carries 0.28; number 91, H, carries 0.31; number 92, C, carries -0.29; number 93, C, carries -0.46; number 94, O, carries -0.51; number 95, O, carries -0.48; number 96, H, carries 0.34; number 97, H, carries 0.22; number 98, H, carries 0.33; number 99, H, carries 0.27

=====

(2)
Entry from the OMol25 dataset: a molecular structure, C41H50CdGeN10 (ωB97M-V/def2-TZVPD).

Cartesian coordinates (Å):
Cd1 0.288 0.022 -0.090
C1 0.760 3.265 -1.491
N1 1.316 3.065 -0.145
C2 2.702 3.546 -0.133
C3 0.527 3.725 0.862
C4 0.674 5.090 1.072
C5 0.009 5.753 2.092
C6 -0.813 5.038 2.955
C7 -1.018 3.695 2.737
C8 -0.408 3.011 1.660
N2 -0.645 1.678 1.446
C9 -1.849 1.117 1.792
C10 -3.074 1.821 1.808
C11 -4.271 1.167 1.993
C12 -4.291 -0.213 2.169
C13 -3.105 -0.933 2.165
C14 -1.891 -0.291 1.990
N3 -0.643 -0.993 2.009
C15 0.111 -0.682 3.237
C16 -0.759 -2.447 1.851
H1 0.835 4.315 -1.804
H2 1.313 2.652 -2.206
H3 -0.284 2.971 -1.515
H4 2.806 4.557 -0.543
H5 3.101 3.544 0.880
H6 3.316 2.892 -0.753
H7 1.336 5.652 0.428
H8 0.155 6.816 2.229
H9 -1.284 5.527 3.796
H10 -1.628 3.129 3.427
H11 -3.074 2.880 1.591
H12 -5.196 1.727 1.970
H13 -5.229 -0.735 2.295
H14 -3.143 -2.005 2.293
H15 -0.450 -1.000 4.122
H16 1.060 -1.216 3.221
H17 0.306 0.386 3.300
H18 -1.201 -2.922 2.734
H19 -1.360 -2.679 0.975
H20 0.237 -2.861 1.704
N4 -0.873 -5.825 -2.302
N5 0.070 -4.808 -2.303
N6 0.864 -4.577 -3.318
C17 1.485 -3.478 -2.906
N7 1.076 -3.090 -1.692
N8 0.156 -3.956 -1.323
H21 -0.703 -6.370 -3.140
H22 -0.714 -6.402 -1.483
H23 2.218 -2.961 -3.499
C18 2.894 -1.776 0.811
C19 4.419 -1.813 1.084
N9 5.053 -0.585 0.607
C20 4.682 -0.376 -0.789
C21 3.163 -0.111 -0.897
N10 2.508 -0.399 0.409
C22 3.024 0.525 1.451
C23 4.567 0.544 1.398
H24 2.331 -2.042 1.706
H25 2.592 -2.447 0.012
H26 4.880 -2.664 0.582
H27 4.627 -1.910 2.150
H28 4.965 -1.266 -1.353
H29 5.254 0.462 -1.189
H30 2.687 -0.743 -1.650
H31 2.944 0.926 -1.148
H32 2.669 0.147 2.411
H33 2.579 1.504 1.299
H34 4.990 0.489 2.402
H35 4.936 1.462 0.938
C24 0.384 -2.027 -5.970
C25 1.032 -0.991 -5.309
C26 0.498 -0.482 -4.134
C27 -0.695 -0.979 -3.606
C28 -1.336 -2.013 -4.285
C29 -0.798 -2.537 -5.455
Ge1 -1.444 -0.153 -1.993
C30 -2.080 1.620 -2.560
C31 -1.847 2.106 -3.845
C32 -2.218 3.399 -4.198
C33 -2.836 4.226 -3.273
C34 -3.096 3.752 -1.994
C35 -2.718 2.463 -1.647
C36 -3.043 -1.165 -1.461
C37 -2.944 -2.511 -1.100
C38 -4.060 -3.231 -0.700
C39 -5.305 -2.616 -0.657
C40 -5.423 -1.287 -1.031
C41 -4.302 -0.569 -1.431
H36 0.797 -2.430 -6.886
H37 1.949 -0.579 -5.713
H38 1.014 0.329 -3.625
H39 -2.271 -2.411 -3.905
H40 -1.308 -3.342 -5.969
H41 -1.368 1.474 -4.584
H42 -2.026 3.757 -5.201
H43 -3.124 5.232 -3.550
H44 -3.591 4.387 -1.269
H45 -2.921 2.104 -0.644
H46 -1.985 -3.014 -1.146
H47 -3.961 -4.277 -0.436
H48 -6.179 -3.177 -0.352
H49 -6.393 -0.805 -1.021
H50 -4.421 0.465 -1.731

## Properties
Expectation value of S²: 0.79
HOMO energy (alpha / beta), eV: -10.11 / -10.16
E_LUMO (alpha / beta), hartree: -0.0561 / -0.1637
Multiplicity: 2
Charge: +1
Orbital gap (alpha / beta), eV: 8.59 / 5.71

Results of the Mulliken charge analysis, in e, for atoms 1 through 99: number 1, Cd, carries 4.35; number 2, C, carries -1.06; number 3, N, carries 0.89; number 4, C, carries -1.37; number 5, C, carries 0.05; number 6, C, carries -0.46; number 7, C, carries -1.00; number 8, C, carries -0.91; number 9, C, carries -0.60; number 10, C, carries -0.65; number 11, N, carries 1.50; number 12, C, carries 0.11; number 13, C, carries -0.86; number 14, C, carries -0.92; number 15, C, carries -0.80; number 16, C, carries -0.07; number 17, C, carries -0.20; number 18, N, carries 0.57; number 19, C, carries -1.47; number 20, C, carries -1.24; number 21, H, carries 0.39; number 22, H, carries 0.47; number 23, H, carries 0.17; number 24, H, carries 0.51; number 25, H, carries 0.49; number 26, H, carries 0.31; number 27, H, carries 0.40; number 28, H, carries 0.43; number 29, H, carries 0.44; number 30, H, carries 0.56; number 31, H, carries 0.50; number 32, H, carries 0.43; number 33, H, carries 0.45; number 34, H, carries 0.42; number 35, H, carries 0.39; number 36, H, carries 0.48; number 37, H, carries 0.21; number 38, H, carries 0.41; number 39, H, carries 0.24; number 40, H, carries 0.22; number 41, N, carries -0.65; number 42, N, carries 1.28; number 43, N, carries -0.94; number 44, C, carries -0.46; number 45, N, carries 0.20; number 46, N, carries -0.77; number 47, H, carries 0.32; number 48, H, carries 0.26; number 49, H, carries 0.65; number 50, C, carries -0.31; number 51, C, carries -0.98; number 52, N, carries -0.14; number 53, C, carries -0.90; number 54, C, carries 0.23; number 55, N, carries 1.67; number 56, C, carries -0.36; number 57, C, carries -0.92; number 58, H, carries 0.27; number 59, H, carries -0.22; number 60, H, carries 0.38; number 61, H, carries 0.29; number 62, H, carries 0.28; number 63, H, carries 0.40; number 64, H, carries -0.13; number 65, H, carries -0.26; number 66, H, carries 0.53; number 67, H, carries -0.56; number 68, H, carries 0.37; number 69, H, carries 0.30; number 70, C, carries -0.47; number 71, C, carries -1.06; number 72, C, carries 0.25; number 73, C, carries -0.53; number 74, C, carries -0.11; number 75, C, carries -0.75; number 76, Ge, carries -1.22; number 77, C, carries -0.39; number 78, C, carries -0.29; number 79, C, carries -0.81; number 80, C, carries -0.78; number 81, C, carries -0.76; number 82, C, carries 0.32; number 83, C, carries -0.18; number 84, C, carries 0.03; number 85, C, carries -0.63; number 86, C, carries -0.68; number 87, C, carries -0.78; number 88, C, carries 0.13; number 89, H, carries 0.38; number 90, H, carries 0.44; number 91, H, carries 0.32; number 92, H, carries 0.38; number 93, H, carries 0.45; number 94, H, carries 0.33; number 95, H, carries 0.46; number 96, H, carries 0.41; number 97, H, carries 0.48; number 98, H, carries 0.40; number 99, H, carries 0.41